[1]
96
Properties=species:S:1:pos:R:3:forces:R:3 method="wB97M-V/def2-TZVPD" orbital_gap_ha="0.138 / 0.138" e_lumo_ev="3.690 / 3.690" e_homo_ev="-0.06 / -0.06" mol_weight_g_mol=1239.1 spin_multiplicity=1 e_tot_ha=-14324.0471 total_charge=-2
Ti 0.2264 -1.0249 -1.2905 0.985 -0.846 -0.825
C -1.0094 4.3935 -1.7254 -0.075 -0.065 0.030
C 0.0869 3.6887 -0.9576 -0.114 -0.024 -0.146
C 1.0765 4.6145 -0.2999 0.063 0.172 0.043
O -0.5747 2.9073 0.0873 0.057 0.335 0.234
P -0.5233 1.4868 0.7256 -0.480 -0.507 -0.321
O -1.0948 0.3391 -0.0477 0.269 0.117 0.063
C 0.9051 1.1737 1.8082 0.093 0.257 -0.018
P 1.7211 -0.4350 1.6937 -0.273 -0.433 -0.458
O 1.2537 -1.4245 0.6797 -0.010 0.240 0.409
O 3.2746 -0.2844 1.7433 0.136 0.038 0.311
C 4.3227 0.7284 1.8636 0.030 -0.031 -0.142
C 4.5830 1.4341 0.5544 -0.007 0.101 0.102
C 4.0808 1.6826 3.0177 -0.038 0.116 0.008
O 1.3298 -1.1028 3.0994 0.146 -0.148 -0.072
C 1.7211 -0.5784 4.3722 -0.092 0.092 -0.152
C 2.8500 -1.4212 4.9314 -0.018 -0.073 0.031
C 0.4785 -0.5986 5.2361 -0.058 -0.035 0.130
O -1.5349 1.7797 1.9572 0.116 -0.070 0.159
C -2.9139 2.1025 1.7397 0.127 -0.089 -0.080
C -3.6979 1.3898 2.8217 -0.169 0.083 0.048
C -3.0847 3.6065 1.7942 -0.147 0.161 -0.015
H -0.5849 4.8269 -2.6325 0.103 0.043 0.078
H -1.4866 5.1711 -1.1199 -0.017 0.002 -0.043
H -1.7661 3.6644 -2.0290 0.004 0.031 0.033
H 0.6114 3.0138 -1.6231 0.023 -0.045 -0.044
H 0.5791 5.3461 0.3469 -0.051 -0.069 0.010
H 1.6349 5.1380 -1.0789 -0.016 -0.084 -0.018
H 1.7962 4.0469 0.2944 0.009 -0.027 -0.053
H 0.5345 1.2692 2.8334 0.044 0.115 -0.013
H 1.6260 1.9583 1.5877 -0.024 -0.034 0.028
H 5.1950 0.1217 2.1135 -0.033 -0.094 -0.029
H 3.7959 2.1497 0.3098 0.066 -0.009 0.013
H 4.6606 0.7477 -0.2883 0.023 0.012 0.001
H 5.5308 1.9737 0.6434 -0.038 -0.016 -0.036
H 3.1941 2.3006 2.8591 0.080 -0.036 0.035
H 4.9373 2.3561 3.0821 -0.006 -0.007 -0.024
H 3.9937 1.1643 3.9718 0.002 -0.043 0.030
H 2.0582 0.4562 4.2542 -0.003 -0.030 0.016
H 2.5127 -2.4553 5.0318 0.016 0.025 0.018
H 3.1545 -1.0515 5.9137 -0.011 -0.005 -0.017
H 3.7130 -1.4092 4.2671 0.003 0.030 -0.048
H 0.0732 -1.6122 5.2572 0.002 0.022 0.031
H -0.2879 0.0602 4.8258 0.004 -0.011 -0.018
H 0.7094 -0.2819 6.2562 -0.010 -0.005 -0.021
H -3.2183 1.7234 0.7597 0.034 -0.035 -0.018
H -3.4084 1.7718 3.8048 0.023 -0.013 -0.024
H -3.5061 0.3214 2.7898 0.012 -0.060 -0.019
H -4.7703 1.5597 2.6911 0.040 -0.009 -0.003
H -2.7886 3.9778 2.7788 0.014 -0.006 -0.014
H -4.1346 3.8646 1.6309 0.013 0.029 0.005
H -2.4769 4.0996 1.0355 -0.053 -0.069 0.059
N 1.9392 -3.4236 -1.1054 0.122 -0.217 -0.171
N 2.0801 -4.7779 -1.4432 0.130 0.086 0.488
C 1.1476 -5.5077 -2.0877 -0.038 -0.288 -0.129
N 1.3136 -6.8699 -1.8011 -0.045 0.060 -0.219
S 0.0245 -4.9786 -3.1584 0.008 -0.006 -0.041
H 2.6943 -2.8926 -1.5333 -0.161 0.091 0.055
H 1.9447 -3.3401 -0.0963 -0.011 0.192 -0.014
H 2.7168 -5.3119 -0.8686 0.056 0.028 -0.091
H 1.4290 -7.0775 -0.8194 -0.044 0.000 0.054
H 0.5801 -7.4100 -2.2344 0.018 0.018 0.044
Se 5.1277 0.9599 -3.0926 0.094 0.072 -0.022
Sb 2.7328 1.3690 -3.4984 0.509 0.696 -0.309
Se 1.3222 -1.3124 -3.4659 -1.365 -0.594 1.277
Se 1.7081 0.8856 -1.1029 -0.029 0.334 0.236
Se 2.3093 3.8466 -3.7895 -0.013 -0.152 -0.028
C -1.1274 1.6946 -5.2442 0.050 0.040 -0.042
C -2.2861 0.8373 -4.7145 0.256 0.024 0.349
C -2.5644 -0.3333 -5.6635 -0.012 0.044 -0.041
C -3.5341 1.6853 -4.4839 -0.040 0.026 -0.031
C -1.8142 0.2463 -3.4452 -0.176 -0.230 -0.193
N -1.2928 -0.3582 -2.6244 -0.373 0.337 -0.107
H -1.4390 2.1431 -6.1914 0.066 0.007 0.007
H -0.2356 1.0868 -5.4044 -0.016 -0.019 -0.003
H -0.8423 2.4902 -4.5526 -0.036 -0.010 -0.012
H -2.7893 0.0681 -6.6547 -0.019 -0.032 0.003
H -3.4112 -0.9276 -5.3174 0.001 -0.016 -0.003
H -1.6877 -0.9774 -5.7298 0.007 -0.002 -0.014
H -3.8427 2.1178 -5.4386 -0.024 0.005 0.029
H -3.3302 2.4994 -3.7869 0.008 -0.012 -0.018
H -4.3541 1.0831 -4.0898 -0.012 0.002 0.007
F -0.0829 -4.8365 0.4464 0.028 -0.056 -0.001
C -1.0434 -4.2718 1.1809 -0.051 0.304 -0.220
F -1.8354 -5.2701 1.6192 -0.089 -0.109 0.136
F -0.4475 -3.7394 2.2580 0.053 -0.039 0.099
C -1.8183 -3.1709 0.3526 -0.159 -0.141 0.014
O -1.0196 -2.5132 -0.4518 0.529 0.620 -0.384
C -2.9152 -3.9015 -0.5132 0.251 0.111 0.177
F -3.3558 -3.0877 -1.4691 -0.112 -0.037 -0.069
F -2.3992 -4.9868 -1.1003 -0.121 -0.030 0.008
F -3.9943 -4.3082 0.1952 -0.113 -0.054 -0.015
C -2.5588 -2.2512 1.3950 0.154 -0.290 -0.364
F -3.5022 -1.5199 0.7876 -0.058 0.174 -0.009
F -1.7197 -1.4255 2.0057 0.047 0.107 0.125
F -3.1850 -2.9622 2.3610 -0.065 -0.038 0.188

***

[2]
73
Properties=species:S:1:pos:R:3:forces:R:3 method="wB97M-V/def2-TZVPD" orbital_gap_ha="0.264 / 0.101" e_lumo_ev="-10.129 / -13.462" e_homo_ev="-17.32 / -16.20" s2=6.166 mol_weight_g_mol=498.5 spin_multiplicity=5 e_tot_ha=-3206.7257 total_charge=+3
Mn -0.0286 -0.0730 -0.0359 0.949 0.151 3.592
P 0.7339 -2.0903 -1.0386 -0.495 -0.058 0.182
P 2.5349 0.1185 1.1785 0.651 -0.763 -0.099
P -2.4820 0.4962 -0.2009 -0.371 -0.644 -0.989
H 1.7901 2.3589 -0.5849 -0.529 1.717 0.140
C 0.9148 3.0718 -0.4614 0.594 -0.833 0.394
C 0.4855 3.4983 0.7407 -0.644 -1.683 -0.192
H 1.0899 3.3422 1.6243 -0.015 -0.138 0.084
C 1.9684 -1.9477 -2.3616 -0.151 0.768 -0.306
C 1.3923 -3.3358 0.0941 0.175 -0.890 0.478
C -0.8383 -2.6936 -1.7131 -0.420 -0.832 -0.534
C 3.1968 1.5958 2.0392 -0.582 0.413 -0.115
C 2.7372 -1.1314 2.5150 -0.311 -0.172 -0.109
C 3.9448 -0.2861 0.0595 -0.273 0.115 -0.362
C -2.9953 2.0624 0.5846 0.272 -0.224 0.094
C -3.4613 -0.7919 0.6708 -0.144 0.045 -0.100
C -3.1739 0.5788 -1.9182 0.274 -0.153 0.112
H 0.4263 3.4019 -1.3690 -0.337 -0.374 -0.110
H -0.5842 3.6837 0.9384 0.848 1.203 -0.366
H 1.6113 -2.4566 -3.2590 0.156 -0.143 0.068
H 2.9627 -2.3010 -2.0764 -0.309 -0.101 -0.001
H 2.0039 -0.8653 -2.5716 0.392 -0.725 -0.054
H 1.2738 -4.3752 -0.2490 -0.190 0.378 -0.276
H 0.9444 -3.3021 1.0885 -0.113 0.117 -0.132
H 2.4698 -3.2250 0.2412 -0.098 0.278 -0.174
H -0.7587 -3.6397 -2.2656 0.184 0.092 0.160
H -1.2646 -1.9738 -2.4158 0.213 0.167 0.071
H -1.6031 -2.8555 -0.9377 0.462 0.103 -0.010
H 4.2508 1.4458 2.3257 -0.443 -0.051 -0.192
H 2.6008 1.7719 2.9433 0.180 -0.004 -0.115
H 3.0998 2.4801 1.3960 0.266 -0.165 0.193
H 3.7710 -1.1278 2.9118 -0.530 0.113 -0.230
H 2.5073 -2.1337 2.1227 0.157 0.400 0.287
H 2.0202 -0.9019 3.3184 0.323 -0.122 -0.144
H 4.9083 0.0060 0.5036 -0.363 -0.152 -0.065
H 3.8090 0.2709 -0.8805 0.208 -0.173 0.220
H 3.9642 -1.3601 -0.1793 0.006 0.359 0.128
H -4.0802 2.2147 0.4776 0.383 -0.050 0.000
H -2.4359 2.8965 0.1505 -0.269 -0.061 0.021
H -2.7381 1.9874 1.6470 -0.122 0.141 -0.105
H -4.5485 -0.6582 0.4933 0.624 -0.044 0.083
H -3.2485 -0.6855 1.7466 -0.195 -0.137 -0.391
H -3.1533 -1.7998 0.3319 -0.249 0.542 0.202
H -4.1420 1.0860 -1.9450 0.085 -0.073 0.071
H -3.2908 -0.4288 -2.3363 -0.037 0.134 0.235
H -2.4802 1.1031 -2.5935 -0.346 -0.174 0.375
C 0.0644 1.2242 -3.7205 -0.721 -0.794 1.415
C 0.6168 0.5821 -4.8237 0.526 -0.476 2.887
C 0.3755 1.0515 -6.0808 -1.169 2.007 -1.877
C -0.4886 2.1591 -6.2227 -0.517 0.051 -0.743
C -1.1660 2.7142 -5.1295 0.332 0.382 -1.605
C -0.8979 2.2440 -3.8187 1.209 -0.531 1.476
O 0.3944 0.4871 -2.5778 -0.515 1.253 1.697
H 0.2762 0.8700 -1.6175 0.164 0.686 -3.517
H 1.2712 -0.2635 -4.5839 -0.252 0.319 -0.481
H 0.8923 0.5812 -6.8962 -0.077 0.105 -0.545
H -0.6985 2.5794 -7.2162 0.210 -0.317 0.489
H -1.8637 3.5574 -5.2665 0.425 -0.557 -0.023
H -1.3581 2.7342 -2.9278 0.485 -0.558 -0.910
C -1.3931 -1.5205 6.1786 -0.271 0.202 0.369
C -1.0783 -1.1300 4.7665 0.414 -0.650 0.081
C -0.6763 0.1701 4.4766 -0.002 1.189 -0.495
C -0.4224 0.5695 3.1615 -0.060 -1.014 -0.143
N -0.5270 -0.3239 2.1272 0.128 0.572 0.295
C -0.8575 -1.6072 2.4113 0.192 0.703 0.533
C -1.1041 -2.0502 3.7027 -0.216 0.343 -0.319
H -0.5079 -1.8429 6.7416 -0.006 -0.003 -0.331
H -1.7868 -0.6554 6.7262 0.034 -0.190 -0.143
H -2.1312 -2.3226 6.2417 0.119 0.046 -0.126
H -0.6101 0.9318 5.2702 -0.030 -0.519 -0.397
H -0.1124 1.6052 2.9272 -0.274 -0.767 0.038
H -0.9394 -2.2843 1.5627 -0.013 0.099 0.157
H -1.3762 -3.0916 3.8377 0.018 0.121 0.200

***

[3]
79
Properties=species:S:1:pos:R:3:forces:R:3 method="wB97M-V/def2-TZVPD" orbital_gap_ha=0.343 e_lumo_ev=0.558 e_homo_ev=-8.78 mol_weight_g_mol=500.5 spin_multiplicity=1 e_tot_ha=-1921.6618 total_charge=0
C 1.0911 4.7772 2.1000 0.355 0.114 -0.305
O 1.5827 3.5274 2.5379 0.013 -0.246 0.037
C 0.6536 2.7683 3.2953 -0.184 0.486 -0.156
C -0.3575 2.0030 2.4491 -0.185 -0.402 0.513
C 0.1083 0.6209 1.9822 0.053 0.281 -0.736
C 1.5709 0.5482 1.4909 -0.137 -0.461 -0.267
C 1.7324 0.0950 0.0276 0.298 -0.020 0.483
O 2.5024 1.0396 -0.7754 -0.315 0.098 -0.247
S 1.6975 2.1808 -1.5569 0.265 -0.467 0.025
O 0.7345 2.7686 -0.6432 -0.130 0.210 0.142
O 0.7606 1.2119 -2.4929 0.108 0.348 0.254
B -0.5869 1.6337 -2.5435 -0.460 -0.137 -0.189
C -1.7514 0.8473 -1.8307 0.886 0.004 -0.019
O -0.8498 2.7396 -3.2963 0.217 -0.126 -0.017
H 1.3239 4.8983 1.0403 -0.098 -0.129 -0.084
H 1.5962 5.5778 2.6351 -0.097 -0.010 0.203
H 0.0124 4.8784 2.2259 -0.072 -0.047 0.057
H 0.1052 3.4470 3.9571 0.070 0.003 0.145
H 1.2445 2.1000 3.9212 -0.003 -0.126 0.018
H -0.7063 2.6015 1.6090 0.258 0.142 -0.083
H -1.2378 1.8581 3.0825 -0.093 -0.031 -0.052
H -0.5248 0.3245 1.1441 -0.184 -0.066 0.038
H -0.0757 -0.1324 2.7477 0.110 0.087 0.205
H 2.0867 -0.1999 2.0946 0.193 0.151 0.124
H 2.0956 1.4924 1.6014 -0.028 0.085 0.123
H 2.3248 -0.8146 0.0046 0.052 -0.014 -0.282
H 0.7895 -0.1149 -0.4650 -0.095 0.053 -0.047
H -2.2196 1.5279 -1.1197 -0.255 -0.028 -0.008
H -2.4817 0.4627 -2.5417 -0.171 0.052 0.031
H -1.3359 0.0206 -1.2579 -0.181 -0.178 0.023
H -1.7903 2.9264 -3.2831 -0.107 0.186 -0.058
C 2.6511 10.5433 1.5210 0.014 -0.025 -0.026
C 1.9538 9.4845 0.6750 0.119 0.134 0.025
C 0.6907 8.9264 1.3403 0.147 0.004 -0.053
C 1.0027 8.2861 2.6186 -0.074 -0.067 0.090
N 1.2676 7.7635 3.6063 -0.014 0.200 -0.007
H 2.9922 10.1306 2.4711 -0.038 -0.008 0.017
H 3.5244 10.9348 1.0000 -0.007 0.018 -0.004
H 1.9826 11.3798 1.7336 0.001 0.005 0.009
H 2.6458 8.6656 0.4718 -0.042 -0.040 -0.016
H 1.6749 9.9133 -0.2890 -0.060 -0.052 -0.009
H 0.2148 8.1856 0.6969 -0.045 -0.011 0.021
H -0.0307 9.7243 1.5229 -0.022 0.004 0.006
C 2.5061 -5.7413 0.1115 0.047 0.028 0.010
C 2.7734 -4.7284 1.2179 0.026 -0.123 -0.126
C 1.4913 -4.1036 1.7813 0.158 -0.009 -0.083
C 0.7473 -3.3877 0.7438 -0.116 0.108 0.035
N 0.1792 -2.8145 -0.0735 -0.003 -0.054 0.019
H 2.0230 -5.2723 -0.7476 -0.039 0.015 0.022
H 3.4357 -6.1860 -0.2389 -0.016 -0.040 -0.004
H 1.8618 -6.5487 0.4674 -0.004 -0.007 -0.002
H 3.4240 -3.9384 0.8382 -0.010 0.040 0.047
H 3.3074 -5.2146 2.0358 -0.028 0.051 0.054
H 1.7253 -3.3975 2.5789 -0.051 0.014 0.022
H 0.8411 -4.8745 2.1976 -0.023 -0.003 0.011
C 0.3898 -8.4859 -2.4149 0.003 0.016 -0.029
C 1.1521 -8.7198 -3.7140 -0.146 0.042 0.092
C 2.4625 -9.4883 -3.5060 -0.124 0.142 -0.016
C 3.3699 -8.7560 -2.6218 0.163 -0.041 -0.008
N 4.0814 -8.1671 -1.9398 -0.057 -0.012 0.004
H 0.9679 -7.8744 -1.7206 0.030 -0.024 0.004
H -0.5469 -7.9645 -2.6096 -0.011 -0.012 0.005
H 0.1537 -9.4309 -1.9220 0.000 0.000 0.011
H 1.3677 -7.7605 -4.1873 0.042 -0.020 -0.036
H 0.5273 -9.2848 -4.4075 0.061 -0.031 -0.036
H 2.9693 -9.6478 -4.4578 0.037 -0.033 0.009
H 2.2670 -10.4661 -3.0632 0.011 -0.020 0.008
C -7.4953 -0.8764 -0.4296 -0.004 0.023 -0.037
C -6.4919 -0.9508 -1.5745 -0.156 0.005 0.073
C -5.0683 -1.2651 -1.1007 -0.089 0.096 -0.084
C -4.5707 -0.2343 -0.1897 0.074 0.013 0.140
N -4.2029 0.5826 0.5288 -0.062 -0.032 -0.039
H -7.2460 -0.0734 0.2649 0.039 -0.019 0.015
H -8.4975 -0.6823 -0.8111 -0.009 -0.019 0.004
H -7.5233 -1.8134 0.1294 -0.001 -0.001 0.012
H -6.4904 -0.0054 -2.1200 0.048 -0.008 -0.027
H -6.7995 -1.7253 -2.2791 0.074 -0.012 -0.026
H -4.3851 -1.3266 -1.9483 0.047 -0.035 0.021
H -5.0408 -2.2237 -0.5806 0.025 -0.015 0.012